C31H28F6GaO4SbSe2Te2 | the ωB97M-V functional and the def2-TZVPD basis

Structure (XYZ):
```
75
Properties=species:S:1:pos:R:3:forces:R:3
Ga 0.50237 -2.30374 1.21404 -2.1 1.8 -1.3
Se -0.38943 -2.61342 3.47963 0.5 0.0 -0.6
Te 1.96728 -2.70258 4.29463 0.0 -0.6 -0.8
Te 2.82585 -4.65308 2.47724 -0.1 0.4 -0.1
Se 1.71433 -4.38505 0.27539 -0.2 0.5 1.3
C 1.36666 2.89506 -2.57649 -1.2 -1.5 -0.2
C 0.41987 2.58276 -1.40878 0.9 -1.5 0.5
C -0.35458 3.79905 -1.07530 -1.0 -0.4 1.8
O 1.22899 2.17817 -0.20293 -0.9 1.3 -1.0
C 0.89523 0.89011 0.24667 -0.7 -0.1 -0.2
C 0.00310 0.39708 -0.88333 -0.1 -2.5 -2.4
O -0.43870 1.44891 -1.70230 1.6 2.8 0.8
C -1.29714 -0.41842 -0.64474 1.2 -1.1 2.1
O -0.96149 -1.46415 0.24617 1.0 -1.5 1.3
C -1.83939 -1.04939 -1.89047 0.3 -1.4 -1.0
C -3.01712 -1.83650 -1.71372 -0.5 -0.8 -0.4
C -3.65357 -2.41707 -2.81259 -0.2 -0.1 -0.9
C -3.06213 -2.34996 -4.07178 1.4 0.5 -0.5
C -1.81405 -1.71030 -4.20283 0.5 -0.2 -0.3
C -1.15753 -1.05297 -3.13850 -2.5 -0.8 0.3
C -2.42669 0.37890 -0.02045 0.8 0.8 1.0
C -3.22290 1.10598 -0.89964 -0.3 -0.2 1.7
C -4.21951 1.91124 -0.39623 -1.0 0.9 -1.3
C -4.33650 2.22579 0.93341 0.4 0.2 1.3
C -3.50387 1.51274 1.82536 -0.5 -0.3 -0.5
C -2.60812 0.51839 1.39483 -0.7 1.1 -1.1
C 2.22462 0.18691 0.65036 -0.7 -1.7 -0.7
O 1.90657 -1.19120 0.99621 1.2 1.0 -0.3
C 2.73650 0.79251 1.93733 1.1 1.1 2.0
C 3.97011 0.37138 2.57717 -1.7 0.0 -0.4
C 4.32256 0.76704 3.87174 0.3 0.7 -0.1
C 3.52099 1.69290 4.62630 -0.6 -2.1 -2.3
C 2.27683 1.93655 4.06568 -1.4 2.3 -0.2
C 1.97639 1.70149 2.68056 0.0 -0.7 1.0
C 3.26408 0.18433 -0.48824 0.6 1.0 0.5
C 3.36560 -0.85478 -1.37497 -0.5 -1.8 -0.9
C 4.33645 -0.91161 -2.38292 -0.8 -0.4 -0.1
C 5.24035 0.10995 -2.58824 -0.3 -0.1 -0.6
C 5.14235 1.19572 -1.76545 -0.7 1.4 1.7
C 4.16947 1.22955 -0.69697 0.8 1.5 -0.4
H 1.79892 3.85119 -2.38095 0.5 0.6 -0.1
H 0.69287 2.93431 -3.47922 1.0 0.0 0.7
H 2.13506 2.10678 -2.65812 -0.3 0.4 -0.2
H 0.35824 4.53090 -0.69382 -0.2 0.3 -0.2
H -1.09401 3.56452 -0.25869 0.6 0.2 -0.8
H -0.88522 4.10533 -1.95691 -0.2 0.5 -0.3
H 0.30647 0.80416 1.16999 -0.2 0.7 0.0
H 0.62417 -0.21486 -1.59484 -0.2 -0.1 1.0
H -3.49119 -2.21225 -0.77004 0.9 1.4 -0.4
H -4.63349 -2.93403 -2.77346 0.8 0.3 0.6
H -3.44137 -2.84237 -4.98142 -0.2 0.3 0.7
H -1.27416 -1.78513 -5.16686 -0.5 0.2 0.5
H -0.21802 -0.56519 -3.33087 0.1 0.2 0.2
H -3.15574 1.02663 -1.95268 0.3 -0.3 -0.8
H -4.93719 2.27519 -1.14232 0.3 0.4 0.4
H -5.00196 3.05006 1.30741 0.5 -1.2 -0.4
H -3.66795 1.64506 2.88211 0.2 0.1 0.3
H -2.14376 -0.05480 2.19648 0.3 -0.1 -0.7
H 4.55094 -0.31247 1.96988 0.3 -0.1 0.4
H 5.25287 0.37760 4.32023 -0.4 0.4 -0.4
H 3.83431 2.16783 5.52215 0.1 -0.2 0.9
H 1.46013 2.51022 4.66251 1.7 -0.7 -1.1
H 1.11535 2.22429 2.23762 0.3 -0.6 0.5
H 2.60162 -1.65471 -1.32022 0.7 0.4 0.0
H 4.31192 -1.71800 -3.10173 -0.1 -0.3 0.1
H 5.87119 0.12791 -3.48184 0.0 -0.1 0.5
H 5.79855 2.06053 -1.97443 -0.5 -0.4 0.5
H 4.06169 2.17678 -0.08505 0.3 -1.3 -0.7
F -2.67922 -4.26989 2.85870 -1.7 0.2 -0.3
Sb -4.54264 -3.89406 2.29795 -0.4 -1.2 0.6
F -5.28752 -3.83801 4.11661 1.0 -0.1 -1.3
F -4.09625 -2.04643 2.36776 -0.2 -0.4 0.2
F -6.33328 -3.60911 1.70626 0.4 0.2 0.1
F -4.02235 -3.88278 0.45855 0.1 -0.2 0.5
F -4.94274 -5.80345 2.17340 0.6 1.3 0.3
```
Forces are in eV/Å.

Results
gap between HOMO and LUMO (alpha / beta)	6.19 / 4.78	eV
ΔE to the lowest compared entry with this formula, charge and spin	27.4	kcal/mol
total charge	-1
HOMO level (alpha / beta)	-6.0 / -6.0	eV
spin multiplicity	2